Record 1
C4H12O2 | ωB97M-V/def2-TZVPD

Summary:
expectation value of S²: 0.750
HOMO energy (alpha / beta): 1.181 / -5.888 eV
molar mass: 92.14 g mol⁻¹
net charge: -1
electronic energy: -310.00323 hartree
relative energy (zero: lowest compared OMol25 entry of this formula, charge and spin): 15.84 kcal/mol
multiplicity: 2

Bonds (Å) are listed after each position.
Positions of all 18 atoms, in Å:
1 C 1.1795 1.0514 -0.3345  C2 1.499, H5 1.089, H6 1.102, H7 1.097
2 C 0.0441 0.0748 -0.3949  C1 1.499, C3 1.308, C4 1.493
3 C 0.3168 -1.2020 -0.4787  C2 1.308, H8 1.090, H9 1.087
4 C -1.3339 0.6437 -0.4830  C2 1.493, H10 1.089, H11 1.100, H12 1.091
5 H 2.1438 0.5453 -0.3481  C1 1.089
6 H 1.1158 1.7848 -1.1543  C1 1.102
7 H 1.1689 1.7305 0.5271  C1 1.097
8 H -0.3543 -2.0548 -0.5785  C3 1.090
9 H 1.3532 -1.5094 -0.5903  C3 1.087
10 H -2.0874 -0.1244 -0.6543  C4 1.089
11 H -1.5528 1.1568 0.4656  C4 1.100
12 H -1.4802 1.3983 -1.2579  C4 1.091
13 H -2.1334 0.3298 5.5095  O15 0.964
14 H -0.7434 0.8538 5.1065  O15 0.964
15 O -1.2199 0.0575 5.3682  H13 0.964, H14 0.964
16 H 1.7521 -1.4705 -4.0357  O18 0.978
17 H 0.5845 -0.7409 -4.6274  O18 0.980
18 O 1.2026 -0.6790 -3.8700  H16 0.978, H17 0.980



Record 2
C4H12O2 | ωB97M-V/def2-TZVPD

Summary:
SMILES: C=CCC.O.O
HOMO energy: -9.260 eV
molar mass: 92.14 g mol⁻¹
net charge: 0
electronic energy: -310.02296 hartree
relative energy (zero: lowest compared OMol25 entry of this formula, charge and spin): 31.35 kcal/mol
multiplicity: 1

Bonds (Å) are listed after each position.
Positions of all 18 atoms, in Å:
1 C -1.5574 1.0973 -2.0248  C2 1.348, H5 1.081, H6 1.085
2 C -0.8241 1.6807 -1.0555  C1 1.348, C3 1.530, H7 1.082
3 C -1.4037 1.6928 0.3604  C2 1.530, C4 1.545, H8 1.088, H9 1.087
4 C -0.1817 1.6428 1.3050  C3 1.545, H10 1.086, H11 1.097, H12 1.087
5 H -1.1718 0.6563 -2.9339  C1 1.081
6 H -2.5440 0.7679 -1.7163  C1 1.085
7 H 0.1054 2.1115 -1.4040  C2 1.082
8 H -1.9937 0.7819 0.4410  C3 1.088
9 H -2.0790 2.5239 0.5471  C3 1.087
10 H 0.6109 1.0237 0.8946  C4 1.086
11 H -0.3845 1.1394 2.2580  C4 1.097
12 H 0.1031 2.6639 1.5453  C4 1.087
13 O 2.2382 0.4389 -1.4970  H14 0.960, H15 0.947
14 H 2.1888 0.0948 -2.3916  O13 0.960
15 H 1.9198 -0.2163 -0.8916  O13 0.947
16 O 1.6716 -5.8327 2.5615  H17 0.963, H18 0.973
17 H 1.1305 -6.5716 2.2638  O16 0.963
18 H 2.1716 -5.6951 1.7379  O16 0.973



Record 3
C4H12O2 | ωB97M-V/def2-TZVPD

Summary:
SMILES: CCO.CCO
HOMO energy: -10.092 eV
molar mass: 92.14 g mol⁻¹
net charge: 0
electronic energy: -309.97574 hartree
relative energy (zero: lowest compared OMol25 entry of this formula, charge and spin): 60.99 kcal/mol
multiplicity: 1

Bonds (Å) are listed after each position.
Positions of all 18 atoms, in Å:
1 C 3.5375 1.9498 -1.1000  C2 1.577, H4 1.161, H5 1.200, H6 1.117
2 C 2.7841 3.3349 -1.1035  C1 1.577, O3 1.481, H7 1.142, H8 1.155
3 O 3.4709 4.0292 -2.2170  C2 1.481, H9 0.924
4 H 3.5313 1.4653 -2.1550  C1 1.161
5 H 3.0839 1.1963 -0.2844  C1 1.200
6 H 4.6131 2.1271 -0.8584  C1 1.117
7 H 1.8195 2.8358 -1.4565  C2 1.142
8 H 2.9107 4.0315 -0.1912  C2 1.155
9 H 3.5066 4.8580 -1.8110  O3 0.924
10 C -2.3031 -2.8219 1.4739  C11 1.544, H13 1.160, H14 1.200, H15 1.064
11 C -3.8027 -2.5101 1.2830  C10 1.544, O12 1.459, H16 1.178, H17 1.081
12 O -4.2538 -3.0762 0.0167  C11 1.459, H18 1.008
13 H -2.2894 -3.7857 2.1187  C10 1.160
14 H -1.7496 -2.0474 2.2046  C10 1.200
15 H -1.7356 -3.0319 0.5991  C10 1.064
16 H -4.5599 -3.0559 2.0015  C11 1.178
17 H -4.0185 -1.4589 1.4130  C11 1.081
18 H -4.5450 -4.0398 0.0665  O12 1.008